Entry 1:
Density functional theory data (ωB97M-V/def2-TZVPD) for a structure of composition C3H11O3 at a distorted geometry.

Output
HOMO level (eV): -4.25
DFT total energy (a.u.): -346.633818
Energy relative to the best compared isomer or geometry (same formula, charge and spin) (kJ/mol): 48.9
Lowest unoccupied orbital energy (Ha): 0.145
Gap between HOMO and LUMO (eV): 8.19

```
! RIJCOSX wB97M-V def2-TZVPD def2/J DEFGRID3
* xyz -1 1
O 2.127 -1.865 -0.736
O 1.836 0.259 2.949
O 0.725 -0.564 0.748
C 0.135 0.278 -0.200
C -2.176 0.993 -1.048
C -1.290 -0.163 -0.497
H 0.746 0.336 -1.105
H 2.788 -1.329 -1.197
H -2.866 0.647 -1.811
H -1.511 1.731 -1.482
H -1.776 -0.557 0.399
H 2.457 -0.480 2.942
H 1.432 0.185 2.033
H 0.034 1.273 0.270
H -1.419 -0.979 -1.220
H 1.472 -1.238 0.159
H -2.714 1.474 -0.205
*
```

Mulliken population analysis, charges in e, atoms 1 to 2:
1 O -0.93
2 O -0.76

Entry 2:
Density functional theory data (ωB97M-V/def2-TZVPD) for a cluster of 3 separate species, C3H11O4 in total at a distorted geometry.

Output
HOMO level (eV): -4.35
DFT total energy (a.u.): -421.891792
Energy relative to the best compared isomer or geometry (same formula, charge and spin) (kJ/mol): 50.2
Lowest unoccupied orbital energy (Ha): 0.150
Gap between HOMO and LUMO (eV): 8.43

```
! RIJCOSX wB97M-V def2-TZVPD def2/J DEFGRID3
* xyz -1 1
O -1.440 -0.092 2.741
O -0.353 0.427 0.539
O 0.610 1.669 -1.807
O 1.581 0.232 2.731
C 0.277 0.376 -2.359
C -0.505 -0.692 -0.243
C 0.580 -0.717 -1.342
H 0.611 -1.707 -1.814
H 0.757 0.333 -3.332
H -0.812 0.440 -2.559
H 1.053 0.180 1.910
H -1.498 -0.796 -0.699
H -0.334 -1.630 0.312
H -0.950 0.269 1.878
H 0.377 1.571 -0.864
H 0.910 0.558 3.342
H -2.336 -0.017 2.375
H 1.472 -0.402 -0.812
*
```

Mulliken population analysis, charges in e, atoms 1 to 2:
1 O -0.75
2 O -0.94

Entry 3:
Density functional theory data (ωB97M-V/def2-TZVPD) for a structure of composition C3H12AgClN2O3 at a distorted geometry.

Output
HOMO level (alpha / beta) (eV): -11.92 / -11.92
DFT total energy (a.u.): -1063.534050
Energy relative to the best compared isomer or geometry (same formula, charge and spin) (kJ/mol): 33.4
Lowest unoccupied orbital energy (alpha / beta) (Ha): -0.186 / -0.328
Expectation value of S²: 0.756
Gap between HOMO and LUMO (alpha / beta) (eV): 6.86 / 3.01

```
! RIJCOSX wB97M-V def2-TZVPD def2/J DEFGRID3
* xyz 1 2
Ag -20.085 13.142 2.456
Cl -17.657 13.990 2.100
O -17.164 13.373 6.716
O -17.121 16.445 -0.262
O -16.045 11.099 1.218
N -15.941 13.425 4.732
N -15.175 12.380 6.618
C -16.155 13.078 5.992
C -15.906 11.184 -0.190
C -16.399 17.545 0.296
H -14.241 12.468 6.242
H -16.716 13.768 4.155
H -16.516 17.504 1.382
H -15.327 10.450 -0.738
H -15.459 12.159 -0.433
H -16.626 18.526 -0.115
H -15.324 17.422 0.107
H -15.304 12.114 7.584
H -16.882 11.282 -0.681
H -16.645 11.814 1.446
H -15.125 13.018 4.298
H -17.241 15.848 0.480
*
```

Mulliken population analysis, charges in e, atoms 1 to 2:
1 Ag 0.64
2 Cl -0.61

Entry 4:
Density functional theory data (ωB97M-V/def2-TZVPD) for a structure of composition C3H12B2Br2NaO3 at a distorted geometry.

Output
HOMO level (alpha / beta) (eV): -2.33 / -2.34
DFT total energy (a.u.): -5707.107714
Lowest unoccupied orbital energy (alpha / beta) (Ha): 0.152 / 0.152
Expectation value of S²: 0.759
Gap between HOMO and LUMO (alpha / beta) (eV): 6.48 / 6.48

```
! RIJCOSX wB97M-V def2-TZVPD def2/J DEFGRID3
* xyz -2 2
Br -3.844 -0.487 2.146
Br -0.819 1.115 4.031
Na 0.940 -1.328 -0.044
O -1.930 -1.866 -3.213
O -0.393 -2.392 -1.918
O -1.507 -0.587 -1.555
C -1.266 -1.593 -2.208
C -2.230 0.437 1.503
C -1.839 1.690 2.385
B 2.992 -1.434 -1.613
B 1.153 1.411 0.133
H 3.080 -2.431 -2.017
H 3.826 -0.829 -1.934
H -2.408 0.751 0.475
H -1.203 2.362 1.810
H 2.067 -1.034 -2.000
H 1.942 2.080 -0.175
H 1.419 0.819 0.995
H -1.378 -0.241 1.455
H -2.794 2.185 2.561
H 0.332 2.061 0.396
H 2.982 -1.443 -0.534
H 0.878 0.753 -0.677
*
```

Mulliken population analysis, charges in e, atoms 1 to 2:
1 Br -0.22
2 Br -0.23

Entry 5:
Density functional theory data (ωB97M-V/def2-TZVPD) for a cluster of 3 separate species, C3H12BN2O in total at a distorted geometry.

Output
HOMO level (eV): -14.11
DFT total energy (a.u.): -330.838209
Energy relative to the best compared isomer or geometry (same formula, charge and spin) (kJ/mol): 156.7
Lowest unoccupied orbital energy (Ha): -0.151
Gap between HOMO and LUMO (eV): 10.00

```
! RIJCOSX wB97M-V def2-TZVPD def2/J DEFGRID3
* xyz 1 1
O -1.342 2.284 -0.309
N 1.797 -1.357 0.809
N -1.198 -0.573 0.238
C 2.153 1.044 -0.605
C -1.376 -1.458 -0.842
C -0.721 -0.953 1.373
B 2.012 -0.241 0.194
H -0.917 3.107 -0.313
H 1.474 1.846 -0.004
H 1.749 1.110 -1.566
H -0.508 -1.989 1.460
H -0.809 -1.069 -1.682
H 3.221 1.414 -0.746
H -1.240 0.429 0.105
H -0.644 -0.217 2.154
H -2.235 2.648 -0.053
H -0.948 -2.454 -0.555
H 2.031 -2.034 1.433
H -2.500 -1.537 -1.090
*
```

Mulliken population analysis, charges in e, atoms 1 to 2:
1 O -0.66
2 N -0.16

Entry 6:
Density functional theory data (ωB97M-V/def2-TZVPD) for a cluster of 4 separate species, C3H12BrN6O3 in total at a distorted geometry.

Output
HOMO level (eV): -5.62
DFT total energy (a.u.): -3250.045590
Energy relative to the best compared isomer or geometry (same formula, charge and spin) (kJ/mol): 27.4
Lowest unoccupied orbital energy (Ha): 0.113
Gap between HOMO and LUMO (eV): 8.69

```
! RIJCOSX wB97M-V def2-TZVPD def2/J DEFGRID3
* xyz -1 1
Br 0.605 1.525 -0.667
O -3.695 -1.921 -0.740
O -1.923 1.911 2.984
O 4.456 -0.269 -3.856
N 2.386 -0.578 -2.968
N -1.541 0.092 4.296
N -0.186 0.536 2.497
N -1.441 -1.660 -0.959
N -2.695 -0.103 0.185
N 3.693 1.136 -2.227
C 3.574 0.099 -3.084
C -1.273 0.909 3.221
C -2.678 -1.277 -0.503
H 0.109 1.197 1.785
H 1.625 -0.157 -2.453
H 4.537 1.676 -2.204
H 2.265 -1.318 -3.632
H -0.719 -0.952 -0.929
H -0.973 -0.708 4.497
H -3.618 0.118 0.513
H -1.931 0.547 0.205
H -2.230 0.394 4.956
H -1.500 -2.323 -1.710
H 0.235 -0.373 2.483
H 2.917 1.501 -1.691
*
```

Mulliken population analysis, charges in e, atoms 1 to 2:
1 Br -0.88
2 O -0.71

Entry 7:
Density functional theory data (ωB97M-V/def2-TZVPD) for a structure of composition C3H12FNO8V2 at a distorted geometry.

Output
HOMO level (alpha / beta) (eV): -16.07 / -16.09
DFT total energy (a.u.): -2765.183985
Energy relative to the best compared isomer or geometry (same formula, charge and spin) (kJ/mol): 72.6
Lowest unoccupied orbital energy (alpha / beta) (Ha): -0.429 / -0.407
Expectation value of S²: 2.119
Gap between HOMO and LUMO (alpha / beta) (eV): 4.38 / 5.00

```
! RIJCOSX wB97M-V def2-TZVPD def2/J DEFGRID3
* xyz 2 3
V -2.022 1.925 -0.367
V 1.568 0.618 0.840
F -0.479 0.617 0.340
O 1.946 -0.887 1.035
O -0.481 3.430 -0.186
O -3.130 0.890 -0.743
O 1.005 4.824 0.462
O -3.434 -0.532 1.877
O 0.763 -3.074 -0.712
O 2.010 0.435 -1.332
O 1.537 2.759 0.355
N 0.699 3.706 0.211
C -0.504 -2.550 -1.074
C -2.474 -0.821 2.895
C 3.192 0.685 -2.138
H 4.095 0.439 -1.584
H 3.229 1.722 -2.468
H 1.275 0.447 -1.958
H -0.313 -1.823 -1.869
H 3.172 0.002 -2.989
H 0.742 -3.410 0.189
H -1.493 -1.108 2.506
H -0.954 -1.978 -0.253
H -3.547 -1.329 1.347
H -2.846 -1.664 3.481
H -2.403 0.024 3.574
H -1.154 -3.347 -1.438
*
```

Mulliken population analysis, charges in e, atoms 1 to 2:
1 V 1.67
2 V 1.36